Record 1
Entry from OMol25: an isolated molecule of C11H7IN2O in a non-equilibrium geometry (ωB97M-V/def2-TZVPD).

**<S²>**: 2.05
**Orbital gap (alpha / beta)**: 0.2970 / 0.2499 Ha
**Multiplicity**: 3
**HOMO (alpha / beta)**: -0.294 / -0.315 hartree

```
22
Properties=species:S:1:pos:R:3:lowdin_charge:R:1
C -0.4244 2.8149 1.4002 -0.084
C 0.9637 2.7411 1.2646 -0.062
C -0.3100 -3.2966 -1.4947 -0.066
C -1.2187 1.8676 0.8193 -0.066
C 1.5197 1.7225 0.5167 -0.001
C 0.2670 -2.2318 -0.8195 -0.026
C -0.2054 -3.3805 -2.8742 -0.131
C -0.6995 0.8020 0.0388 -0.387
C 0.7280 0.7742 -0.1186 -0.158
C 0.8733 -1.1714 -1.5170 -0.295
C 0.9862 -1.4517 -2.8722 0.035
N 0.5222 -2.4503 -3.4773 0.064
N -1.3886 -0.1394 -0.5772 -0.430
O 1.4021 -0.0847 -0.9427 0.062
I -3.3791 -0.3166 -0.4230 0.829
H -0.8795 3.6202 1.9573 0.107
H 1.5911 3.4850 1.7296 0.108
H -0.8226 -4.0673 -0.9452 0.101
H -2.2939 1.9234 0.9149 0.047
H 2.5885 1.6490 0.3877 0.124
H 0.2608 -2.1923 0.2605 0.124
H -0.6518 -4.1559 -3.4755 0.105
```

Record 2
Entry from OMol25: C29H17BCl2F4I2N2O5SSc as an isolated structure (ωB97M-V/def2-TZVPD).

**Orbital gap**: 0.2458 Ha
**Total charge**: -1
**ΔE to the lowest compared entry with this formula, charge and spin**: 25.56 kcal per mole
**HOMO**: -0.175 hartree

```
64
Properties=species:S:1:pos:R:3:lowdin_charge:R:1
Sc -0.3463 -0.7208 0.0711 1.036
Cl -3.3663 3.6584 -5.2952 0.628
C -2.8918 2.7189 -3.8974 -0.663
C -3.8515 2.3988 -2.9333 -0.120
C -3.5143 1.6569 -1.8275 -0.560
Cl -4.7004 1.3296 -0.6197 0.766
C -2.1967 1.1625 -1.6446 -0.338
O -1.8921 0.4259 -0.6257 -0.151
C -1.2446 1.5642 -2.6052 -0.110
C 0.1654 1.3231 -2.3675 -0.152
O 0.6197 0.7922 -1.3673 -0.051
C -1.5952 2.3227 -3.7288 -0.064
H -4.8694 2.7449 -3.0507 0.104
H 0.8700 1.6934 -3.1274 0.142
H -0.8322 2.6032 -4.4451 0.117
I 0.9326 -3.1784 1.7143 1.197
C 1.3814 -1.9178 3.2936 -0.624
C 2.0490 -2.4650 4.3189 -0.180
C 2.4010 -1.6527 5.4686 -0.096
C 2.0197 -0.3721 5.5244 -0.057
C 1.2294 0.2414 4.4656 -0.163
C 0.8837 1.5415 4.5722 -0.005
C 0.0124 2.1867 3.6147 -0.117
C -0.1917 1.3951 2.2852 -0.325
C 0.3900 0.0587 2.1265 -0.065
C 0.9240 -0.5288 3.2355 -0.237
H 2.3359 -3.5071 4.2944 0.077
H 2.9691 -2.0982 6.2760 0.095
H 2.2681 0.2426 6.3827 0.105
H 1.3069 2.1380 5.3735 0.112
H 0.0400 3.2670 3.5689 0.132
H -1.3246 1.9175 0.6964 0.102
F -3.9518 -1.8129 0.3708 0.151
B -3.3189 -1.6102 1.5686 -1.196
F -1.8209 -1.4713 1.2690 -0.078
F -3.6675 -0.4297 2.1987 0.140
F -3.3888 -2.7078 2.4065 0.140
I 1.4205 4.4806 0.4997 0.795
C -0.3548 3.5503 1.1569 -0.796
C -1.3616 4.2736 1.6495 -0.163
C -2.5058 3.6069 2.2879 -0.088
C -2.4737 2.4404 2.9550 -0.036
C -1.3277 1.5761 3.2941 -0.131
N -0.4060 2.1641 1.0607 -0.011
H -1.3481 5.3544 1.5775 0.084
H -3.4658 4.1061 2.2083 0.094
H -3.4237 2.0580 3.3118 0.109
H -1.5762 0.6753 3.8412 0.155
O -0.7769 -2.5604 -1.0740 -0.063
C 0.3369 -2.6596 -1.6397 -0.570
N 1.2797 -1.7510 -1.4120 -0.118
S 2.5286 -1.9157 -2.4464 0.646
O 3.7721 -2.0639 -1.7532 -0.281
O 2.4327 -0.9383 -3.4977 -0.290
C 1.9818 -3.4877 -3.0809 -0.199
C 2.6289 -4.3716 -3.9178 -0.030
C 1.9584 -5.5506 -4.2329 -0.070
C 0.6905 -5.8227 -3.7226 -0.066
C 0.0562 -4.9209 -2.8739 0.010
C 0.7293 -3.7569 -2.5646 -0.125
H 3.6153 -4.1606 -4.3090 0.121
H 2.4346 -6.2728 -4.8841 0.103
H 0.1988 -6.7508 -3.9843 0.103
H -0.9262 -5.1111 -2.4617 0.127
```

Record 3
Entry from OMol25: a 13-piece molecular cluster, C15H56N10O18 overall in a non-equilibrium geometry (ωB97M-V/def2-TZVPD).

**Orbital gap**: 0.3356 Ha
**ΔE to the lowest compared entry with this formula, charge and spin**: 0.00 kcal per mole
**HOMO**: -0.345 hartree

```
99
Properties=species:S:1:pos:R:3:lowdin_charge:R:1
C 0.1838 0.1675 -4.4279 -0.277
C 0.3386 -0.2987 -5.8721 -0.250
O -0.1659 0.6041 -6.8076 -0.049
O 0.8895 1.3158 -4.1357 -0.052
H 0.5713 -0.6798 -3.8621 0.099
H -0.8586 0.3971 -4.2072 0.109
H -0.2636 -1.2071 -5.8923 0.109
H 1.3657 -0.5490 -6.1377 0.122
H -0.9203 0.2628 -7.2934 0.087
H 0.9616 1.2966 -3.1786 0.028
C -2.0073 5.1277 -0.6161 -0.209
C -1.1034 3.9017 -0.8400 -0.270
O -1.2818 2.9742 0.1400 -0.095
O -1.5973 6.1327 -1.5509 -0.074
H -1.8636 5.5282 0.3874 0.117
H -3.0549 4.8917 -0.8032 0.117
H -0.0469 4.1407 -0.9620 0.126
H -1.4571 3.4875 -1.7842 0.110
H -0.4576 2.8570 0.6181 0.002
H -2.2882 6.7991 -1.5613 0.080
C 2.8199 -0.2079 1.8886 -0.221
C 2.6550 -1.5124 2.6105 -0.183
O 3.8670 -2.0257 3.2959 -0.069
O 4.1414 -0.1893 1.3728 -0.083
H 2.7647 0.5785 2.6414 0.118
H 1.9407 -0.1056 1.2525 0.109
H 2.4826 -2.3112 1.8893 0.114
H 1.8458 -1.4531 3.3384 0.104
H 3.9637 -1.6266 4.1636 0.076
H 4.7743 -0.3293 2.0810 0.104
C 0.0227 0.2494 5.4724 -0.197
C -1.1109 0.6305 4.5237 -0.240
O -1.2240 -0.0915 3.3116 -0.082
O -0.5267 -0.9035 6.1507 -0.095
H 0.2228 1.0964 6.1286 0.117
H 0.9368 -0.0962 4.9896 0.105
H -0.8103 1.6612 4.3357 0.118
H -1.9935 0.5919 5.1623 0.128
H -1.3373 -1.0167 3.5413 0.025
H -1.2005 -0.5985 6.7627 0.085
C -3.5566 1.4882 -3.1093 -0.202
C -3.4954 1.4589 -1.5187 -0.215
O -4.3587 0.4719 -1.0004 -0.076
O -4.8466 1.7935 -3.6655 -0.070
H -3.2356 0.5825 -3.6238 0.101
H -2.8876 2.2603 -3.4893 0.103
H -3.7536 2.4430 -1.1275 0.109
H -2.5557 1.1966 -1.0326 0.082
H -4.6299 0.6598 -0.0989 0.065
H -4.8241 1.3424 -4.5126 0.077
C 0.3152 -0.2083 -0.7026 -0.687
O 0.7457 -1.2910 -0.9964 -0.005
N -0.4359 0.0029 0.3284 0.229
N 0.8752 0.9588 -1.1190 0.187
H -0.8079 -0.8376 0.7472 0.097
H -0.8934 0.8983 0.4230 0.085
H 1.8065 0.7622 -1.4570 0.079
H 0.5167 1.8272 -0.7481 0.077
C 3.0770 -3.7539 -0.6325 -0.781
O 3.6216 -4.7480 -0.1985 0.030
N 3.6682 -2.6327 -0.9999 0.182
N 1.7907 -3.7645 -0.8676 0.162
H 3.0068 -1.9543 -1.3498 0.077
H 4.4756 -2.2904 -0.4988 0.112
H 1.2456 -4.5173 -0.4724 0.129
H 1.4110 -2.8528 -1.0792 0.025
C 1.8935 3.5498 1.1700 -0.766
O 0.9643 2.7796 1.4592 0.004
N 2.7163 3.2648 0.2575 0.219
N 2.1570 4.6814 1.7176 0.193
H 2.7493 2.3152 -0.0850 0.085
H 3.4783 3.9186 0.1476 0.134
H 2.9486 5.2716 1.5054 0.125
H 1.8530 4.6433 2.6800 0.132
C -0.8698 -3.2885 -3.8088 -0.767
O -1.8310 -3.3899 -4.5586 0.014
N -0.9689 -2.6236 -2.6855 0.167
N 0.3639 -3.7140 -4.0016 0.180
H -0.1556 -2.5033 -2.0988 0.044
H -1.8387 -2.1564 -2.4727 0.117
H 0.7478 -4.1019 -4.8515 0.122
H 0.9439 -3.7062 -3.1748 0.077
C -1.3677 -3.3721 3.7348 -0.760
O -2.2008 -2.5120 3.6109 0.033
N -1.0465 -3.8165 4.8915 0.192
N -0.7245 -3.9248 2.7031 0.191
H -0.4325 -4.6130 4.9847 0.121
H -1.2074 -3.2024 5.6770 0.112
H -0.0150 -4.6273 2.8555 0.113
H -0.9481 -3.6472 1.7581 0.062
O -2.0275 -2.7540 0.5562 -0.042
H -2.7005 -2.4925 1.1846 0.045
H -2.3820 -2.4985 -0.2954 0.042
O -3.5209 1.0752 2.1988 -0.041
H -2.6238 1.1520 2.5239 -0.003
H -3.6543 0.1345 2.0825 0.027
O 3.8507 0.7320 -1.1501 -0.046
H 4.5881 0.2874 -1.5681 0.060
H 3.8079 0.3526 -0.2723 -0.020
```

Record 4
Entry from OMol25: C26H44AsF6MnN5O14S3Si as an isolated structure (ωB97M-V/def2-TZVPD).

**<S²>**: 8.79
**Orbital gap (alpha / beta)**: 0.2511 / 0.2878 Ha
**Multiplicity**: 6
**Total charge**: -2
**ΔE to the lowest compared entry with this formula, charge and spin**: 48.87 kcal per mole
**HOMO (alpha / beta)**: -0.103 / -0.134 hartree

```
101
Properties=species:S:1:pos:R:3:lowdin_charge:R:1
Mn -0.0987 0.0606 0.2968 0.990
O -3.0277 0.6644 2.4264 -0.226
As -1.9068 1.9830 2.2379 0.903
O -1.7140 2.8775 3.5839 -0.466
O -0.4635 1.4267 1.5651 -0.498
C -2.9047 2.9920 0.9191 -0.215
C -3.6695 4.0152 1.4689 -0.092
C -4.5235 4.7729 0.6795 -0.091
C -4.6229 4.5061 -0.6771 -0.088
C -3.8538 3.4979 -1.2402 -0.064
C -2.9941 2.7476 -0.4506 -0.237
S -1.9397 1.5852 -1.3114 0.514
O -1.9287 0.3417 -0.4696 -0.378
O -2.5419 1.3930 -2.6005 -0.287
O -0.6037 2.1580 -1.2872 -0.314
H -2.6080 -0.1777 2.6590 0.006
H -3.5783 4.2071 2.5314 0.095
H -5.1120 5.5640 1.1286 0.094
H -5.2949 5.0801 -1.3038 0.095
H -3.9084 3.2774 -2.2973 0.105
F -0.6820 -3.7502 3.7886 0.112
C -0.8870 -3.9291 2.4744 -0.668
F 0.3072 -4.0486 1.8828 0.118
F -1.5377 -5.0908 2.3223 0.114
S -1.8488 -2.5379 1.7323 0.534
O -0.9804 -1.3901 2.0170 -0.360
O -3.0703 -2.5585 2.4944 -0.291
N -2.0439 -2.8937 0.2652 -0.354
S -0.8404 -2.8391 -0.8934 0.702
O -1.5236 -2.5013 -2.1370 -0.423
O 0.0997 -1.7052 -0.4509 -0.535
C 0.9468 -4.5746 -1.8974 -0.492
F 0.4482 -5.7936 -1.6567 0.080
F 1.0972 -4.4409 -3.2237 0.079
F 2.1536 -4.4940 -1.3269 0.086
C 5.8594 -1.6320 1.8475 -0.029
C 4.9432 -2.2243 0.7787 -0.637
C 4.6573 -3.6889 1.0886 -0.021
C 5.5845 -2.0825 -0.5983 -0.025
O 3.6832 -1.5682 0.7271 -0.084
Si 3.1632 -0.1009 1.2353 0.036
O 1.6636 0.1139 0.7677 -0.259
O 3.4090 0.0772 2.8484 -0.105
C 2.6111 -0.4013 3.9397 -0.628
C 3.5369 -0.4119 5.1490 -0.037
C 1.4547 0.5661 4.1535 -0.016
C 2.1040 -1.8064 3.6530 -0.022
O 4.1840 0.9856 0.5194 -0.108
C 4.2755 2.3913 0.7717 -0.637
C 5.1837 2.6057 1.9796 -0.034
C 2.8997 3.0031 1.0243 -0.017
C 4.9096 2.9973 -0.4759 -0.030
H 6.8113 -2.1695 1.8514 0.083
H 5.4038 -1.7142 2.8355 0.072
H 6.0530 -0.5762 1.6473 0.078
H 5.5801 -4.2754 1.0690 0.082
H 3.9605 -4.0936 0.3568 0.073
H 4.2056 -3.7799 2.0783 0.075
H 6.5311 -2.6280 -0.6479 0.080
H 5.7778 -1.0267 -0.8003 0.078
H 4.9124 -2.4655 -1.3690 0.085
H 3.9220 0.5932 5.3362 0.081
H 4.3817 -1.0814 4.9723 0.072
H 2.9988 -0.7526 6.0367 0.083
H 1.8406 1.5659 4.3735 0.091
H 0.8350 0.2475 4.9951 0.093
H 0.8235 0.6272 3.2653 0.055
H 2.9421 -2.4900 3.4985 0.077
H 1.4781 -1.8129 2.7622 0.067
H 1.4978 -2.1749 4.4816 0.091
H 4.7670 2.1019 2.8523 0.074
H 5.2863 3.6728 2.1954 0.081
H 6.1759 2.1930 1.7792 0.081
H 2.4381 2.5885 1.9234 0.082
H 2.2228 2.8114 0.1914 0.080
H 2.9937 4.0843 1.1556 0.090
H 5.8670 2.5091 -0.6734 0.083
H 5.0831 4.0678 -0.3388 0.081
H 4.2674 2.8551 -1.3465 0.069
C 2.1181 1.3203 -2.3402 -0.180
N 3.0262 1.4005 -3.4993 -0.081
C 2.2058 1.3899 -4.7126 -0.191
N 1.3569 0.2018 -4.8180 -0.084
C 0.4852 0.1645 -3.6261 -0.152
N 1.2659 0.1344 -2.3869 -0.083
C 2.1227 -1.0563 -2.4197 -0.162
N 3.0447 -1.0360 -3.5699 -0.074
C 3.8460 0.1852 -3.4929 -0.181
C 2.2293 -0.9759 -4.7830 -0.185
H 1.4826 2.2060 -2.3192 0.114
H 2.7160 1.2806 -1.4315 0.092
H 2.8664 1.4299 -5.5850 0.112
H 1.5681 2.2772 -4.7111 0.122
H -0.1503 -0.7227 -3.6610 0.127
H -0.1505 1.0494 -3.6268 0.108
H 1.4889 -1.9353 -2.5003 0.095
H 2.6912 -1.1229 -1.4935 0.109
H 4.5308 0.2153 -4.3469 0.115
H 4.4273 0.1683 -2.5688 0.113
H 1.6110 -1.8742 -4.8328 0.122
H 2.8905 -0.9491 -5.6556 0.113
```

What did the first record say?
Entry from OMol25: an isolated molecule of C11H7IN2O in a non-equilibrium geometry (ωB97M-V/def2-TZVPD).

**<S²>**: 2.05
**Orbital gap (alpha / beta)**: 0.2970 / 0.2499 Ha
**Multiplicity**: 3
**HOMO (alpha / beta)**: -0.294 / -0.315 hartree

```
22
Properties=species:S:1:pos:R:3:lowdin_charge:R:1
C -0.4244 2.8149 1.4002 -0.084
C 0.9637 2.7411 1.2646 -0.062
C -0.3100 -3.2966 -1.4947 -0.066
C -1.2187 1.8676 0.8193 -0.066
C 1.5197 1.7225 0.5167 -0.001
C 0.2670 -2.2318 -0.8195 -0.026
C -0.2054 -3.3805 -2.8742 -0.131
C -0.6995 0.8020 0.0388 -0.387
C 0.7280 0.7742 -0.1186 -0.158
C 0.8733 -1.1714 -1.5170 -0.295
C 0.9862 -1.4517 -2.8722 0.035
N 0.5222 -2.4503 -3.4773 0.064
N -1.3886 -0.1394 -0.5772 -0.430
O 1.4021 -0.0847 -0.9427 0.062
I -3.3791 -0.3166 -0.4230 0.829
H -0.8795 3.6202 1.9573 0.107
H 1.5911 3.4850 1.7296 0.108
H -0.8226 -4.0673 -0.9452 0.101
H -2.2939 1.9234 0.9149 0.047
H 2.5885 1.6490 0.3877 0.124
H 0.2608 -2.1923 0.2605 0.124
H -0.6518 -4.1559 -3.4755 0.105
```